1.
{
  "formula": "C28H64N5O11",
  "method": "the ωB97M-V functional and the def2-TZVPD basis",
  "symbols": ["C", "C", "N", "C", "C", "O", "C", "N", "C", "C", "C", "O", "C", "C", "N", "N", "N", "H", "H", "H", "H", "H", "H", "H", "H", "H", "H", "H", "H", "H", "H", "H", "H", "H", "H", "H", "H", "H", "H", "C", "O", "C", "C", "O", "C", "C", "O", "C", "H", "H", "H", "H", "H", "H", "H", "H", "H", "H", "H", "H", "H", "H", "C", "O", "C", "C", "O", "C", "C", "O", "C", "H", "H", "H", "H", "H", "H", "H", "H", "H", "H", "H", "H", "H", "H", "C", "O", "C", "C", "O", "C", "C", "O", "C", "H", "H", "H", "H", "H", "H", "H", "H", "H", "H", "H", "H", "H", "H"],
  "xyz": [[-1.094, 3.002, 0.895], [-2.108, 2.991, 0.210], [-3.350, 3.023, -0.600], [-4.378, 3.741, 0.221], [-4.323, 5.313, 0.323], [-3.122, 5.869, 0.887], [-4.821, 6.097, -1.000], [-5.994, 5.407, -1.640], [-3.156, 3.424, -2.008], [-1.941, 4.622, -2.126], [-0.667, 4.206, -3.111], [-1.813, 5.261, -3.472], [-3.780, 1.530, -0.549], [-4.797, 0.992, -1.634], [-5.961, 1.815, -2.004], [-5.407, -0.262, -1.038], [-4.181, 0.479, -2.897], [-0.316, 2.861, 1.703], [-4.259, 3.346, 1.290], [-5.459, 3.478, -0.040], [-5.135, 5.585, 1.092], [-2.757, 6.549, 0.275], [-3.984, 6.345, -1.717], [-5.226, 7.100, -0.624], [-6.780, 5.629, -1.000], [-6.229, 5.936, -2.491], [-2.655, 2.633, -2.659], [-4.001, 3.966, -2.519], [-1.690, 5.258, -1.167], [0.078, 5.055, -3.271], [-0.867, 3.674, -4.086], [-4.208, 1.307, 0.487], [-2.822, 0.906, -0.604], [-6.596, 2.025, -1.231], [-5.751, 2.621, -2.592], [-4.681, -0.724, -0.460], [-6.156, 0.072, -0.409], [-4.093, 1.230, -3.587], [-4.783, -0.278, -3.235], [3.385, -2.080, 4.633], [3.430, -0.705, 4.982], [4.735, -0.171, 5.136], [5.088, 0.942, 4.148], [5.014, 0.676, 2.751], [3.767, 0.289, 2.195], [2.571, 1.242, 2.320], [2.203, 1.544, 3.656], [2.305, 2.914, 4.004], [3.094, -2.668, 5.508], [2.618, -2.216, 3.868], [4.333, -2.450, 4.234], [5.499, -0.957, 5.104], [4.777, 0.263, 6.142], [6.134, 1.206, 4.335], [4.540, 1.859, 4.366], [3.510, -0.712, 2.538], [3.955, 0.165, 1.122], [1.708, 0.724, 1.877], [2.739, 2.143, 1.723], [2.923, 3.489, 3.308], [2.760, 2.983, 4.996], [1.305, 3.354, 4.068], [0.964, -5.619, 7.563], [0.670, -6.510, 6.501], [0.318, -5.887, 5.277], [1.277, -6.170, 4.119], [2.654, -5.839, 4.262], [3.393, -6.452, 5.309], [3.506, -7.982, 5.342], [2.263, -8.657, 5.441], [1.960, -9.504, 4.346], [0.128, -5.604, 8.268], [1.842, -5.993, 8.094], [1.180, -4.603, 7.220], [0.187, -4.804, 5.399], [-0.662, -6.289, 4.994], [0.925, -5.576, 3.268], [1.193, -7.202, 3.774], [3.057, -6.062, 6.269], [4.414, -6.067, 5.206], [4.064, -8.236, 6.253], [4.103, -8.337, 4.498], [2.568, -9.296, 3.461], [0.909, -9.356, 4.078], [2.080, -10.548, 4.645], [3.372, 2.043, -7.696], [1.977, 1.929, -7.927], [1.612, 1.001, -8.937], [0.766, -0.174, -8.445], [1.276, -1.010, -7.411], [1.581, -0.430, -6.153], [0.464, 0.267, -5.366], [-0.134, 1.362, -6.043], [-1.516, 1.205, -6.308], [3.738, 2.976, -8.133], [3.541, 2.089, -6.618], [3.940, 1.197, -8.094], [2.490, 0.630, -9.480], [1.008, 1.555, -9.664], [0.621, -0.837, -9.305], [-0.244, 0.143, -8.181], [2.454, 0.213, -6.250], [1.929, -1.261, -5.528], [0.930, 0.685, -4.462], [-0.276, -0.464, -5.028], [-1.853, 0.169, -6.225], [-1.710, 1.543, -7.330], [-2.091, 1.844, -5.630]],
  "forces_ev_per_angstrom": [[-1.57, -0.64, 0.03], [1.14, 0.72, 0.11], [0.98, -1.84, 1.71], [-1.58, 1.54, 2.36], [-1.30, 1.07, -0.35], [-0.23, -0.18, -1.37], [-0.30, 0.97, 1.00], [0.36, 0.80, 0.49], [3.47, 3.33, -2.61], [2.09, -0.77, -2.80], [-2.97, 4.46, -1.57], [-1.49, -1.51, 4.01], [0.39, -1.97, 0.28], [-1.58, -1.71, -1.21], [0.63, -0.04, 0.68], [0.85, 1.45, 0.64], [0.48, 0.97, 1.22], [-1.15, 0.39, -1.64], [0.15, 0.51, -1.57], [1.83, 0.21, -0.38], [0.92, -0.89, -0.99], [-0.46, -0.65, 0.65], [-0.89, -0.66, 0.59], [1.08, -1.09, -0.33], [0.42, -0.46, -0.64], [0.17, -0.36, 0.36], [-1.26, 0.58, 1.30], [0.33, -1.15, 1.09], [-0.53, -1.31, -2.15], [0.18, -2.19, 1.24], [0.78, -0.95, 1.84], [0.53, 0.81, -1.42], [-1.29, 0.98, -0.23], [0.34, 0.19, -0.47], [-0.22, -0.23, 0.50], [-0.73, 0.12, -0.39], [0.51, -0.61, -0.27], [-0.18, -0.56, 0.14], [0.17, 0.61, 0.11], [-0.31, 0.07, 0.17], [0.49, -0.22, -0.26], [-0.11, 0.08, 0.01], [0.03, 0.40, 0.07], [-0.16, 0.02, 0.07], [0.01, -0.31, -0.12], [-0.03, -0.51, 0.14], [0.22, 0.54, -0.41], [-0.08, -0.23, 0.38], [0.12, -0.12, -0.06], [-0.03, -0.04, 0.00], [-0.03, 0.05, 0.06], [-0.15, -0.02, -0.14], [0.19, 0.12, -0.06], [0.00, -0.18, -0.10], [-0.22, -0.17, 0.13], [-0.25, 0.09, 0.22], [0.07, 0.20, 0.04], [0.18, -0.07, -0.17], [0.14, 0.16, 0.15], [-0.04, -0.07, -0.03], [-0.07, 0.03, -0.06], [-0.01, 0.15, -0.07], [-0.10, -0.34, 0.13], [0.12, 0.63, -0.15], [0.04, -0.17, 0.02], [0.02, -0.29, -0.34], [-0.16, 0.01, 0.07], [0.17, 0.10, 0.27], [-0.11, 0.24, 0.44], [0.32, 0.04, -0.63], [-0.37, -0.07, 0.27], [0.02, 0.16, 0.00], [0.00, -0.02, 0.03], [-0.05, -0.06, -0.04], [0.16, -0.06, 0.11], [0.03, 0.06, -0.22], [0.07, 0.14, 0.12], [-0.10, -0.08, 0.30], [-0.18, -0.25, 0.09], [-0.05, -0.08, -0.20], [0.13, 0.18, -0.12], [-0.16, -0.03, -0.15], [0.04, 0.01, 0.08], [0.06, -0.04, 0.02], [0.11, -0.04, -0.12], [-0.16, 0.30, 0.09], [0.35, -0.44, -0.15], [-0.11, 0.04, 0.06], [-0.38, -0.08, -0.03], [-0.04, 0.16, 0.02], [0.30, 0.01, 0.06], [0.53, 0.16, -0.02], [-0.46, -0.50, 0.12], [0.21, 0.34, -0.26], [0.12, -0.09, -0.06], [0.01, 0.02, 0.02], [-0.08, 0.04, -0.02], [0.02, 0.02, 0.21], [-0.07, -0.19, -0.08], [0.19, -0.02, 0.06], [0.10, 0.28, 0.06], [-0.16, 0.29, 0.01], [-0.19, -0.05, -0.07], [0.08, -0.23, -0.01], [-0.16, 0.01, -0.18], [0.04, 0.04, 0.07], [-0.04, 0.02, 0.10], [-0.18, -0.08, 0.08]],
  "lowdin_charge": [0.2169, -0.0969, -0.1793, -0.0808, -0.3111, -0.0442, -0.2053, -0.0133, -0.0364, -0.1754, 0.0359, -0.1874, -0.0474, -0.6084, 0.0833, 0.0706, 0.0702, 0.0918, 0.1624, 0.1333, 0.1652, 0.1055, 0.1167, 0.1328, 0.0917, 0.0886, 0.1422, 0.1286, 0.1446, 0.1236, 0.1077, 0.1490, 0.1587, 0.0800, 0.0639, 0.0899, 0.0848, 0.0584, 0.0895, -0.1041, -0.1952, -0.1827, -0.1702, -0.1122, -0.1759, -0.1971, -0.1963, -0.1130, 0.0834, 0.0813, 0.0932, 0.1220, 0.1274, 0.1305, 0.0930, 0.0957, 0.1292, 0.1179, 0.1150, 0.0910, 0.0884, 0.0773, -0.1063, -0.1895, -0.1867, -0.1754, -0.1264, -0.1766, -0.1833, -0.1901, -0.1097, 0.0880, 0.0843, 0.0831, 0.1162, 0.1256, 0.1251, 0.0939, 0.0926, 0.1274, 0.1284, 0.1189, 0.0890, 0.0834, 0.0875, -0.1079, -0.1969, -0.1826, -0.1714, -0.1124, -0.1747, -0.1834, -0.2007, -0.1133, 0.0882, 0.0806, 0.0918, 0.1220, 0.1271, 0.1308, 0.0929, 0.0949, 0.1303, 0.1229, 0.1178, 0.0927, 0.0892, 0.0642],
  "orbital_gap_ha": 0.290,
  "mol_weight_g_mol": 646.84,
  "total_charge": 1,
  "homo_energy_ev": -10.250,
  "total_energy_ev": -60025.172
}

---

2.
{
  "formula": "C5H7N",
  "method": "the ωB97M-V functional and the def2-TZVPD basis",
  "symbols": ["C", "C", "N", "C", "C", "C", "H", "H", "H", "H", "H", "H", "H"],
  "xyz": [[1.921, -0.229, -0.211], [0.452, -0.282, 0.019], [-0.262, -1.353, -0.041], [-1.613, -0.921, -0.053], [-1.745, 0.411, 0.042], [-0.367, 0.938, 0.281], [2.252, -1.209, -0.547], [2.093, 0.501, -1.011], [2.520, 0.086, 0.650], [-2.391, -1.666, -0.164], [-2.652, 0.993, -0.060], [-0.077, 1.884, -0.185], [-0.135, 0.961, 1.370]],
  "forces_ev_per_angstrom": [[0.11, -0.12, -0.04], [0.11, -0.21, -0.30], [0.18, 0.25, -0.28], [-0.24, 0.06, -0.03], [-0.02, -0.19, 0.26], [0.07, -0.09, 0.04], [0.13, 0.02, 0.06], [0.13, -0.12, 0.09], [-0.22, -0.04, -0.03], [0.07, 0.12, -0.03], [0.11, -0.10, 0.30], [0.03, -0.24, 0.10], [-0.48, 0.66, -0.14]],
  "nbo_charge": [-0.6617, 0.3136, -0.4507, -0.0393, -0.2488, -0.5318, 0.2395, 0.2216, 0.2268, 0.2047, 0.2217, 0.2394, 0.2649],
  "orbital_gap_ha": 0.361,
  "mol_weight_g_mol": 81.12,
  "homo_energy_ev": -8.831,
  "relative_energy_kcal_mol": 21.53,
  "smiles": "CC1=NC=CC1",
  "total_energy_ev": -6787.579
}

---

3.
{
  "formula": "C3H6BaO3",
  "method": "the ωB97M-V functional and the def2-TZVPD basis",
  "symbols": ["H", "O", "C", "O", "Ba", "O", "C", "H", "H", "C", "H", "H", "H"],
  "xyz": [[-0.849, -1.697, 1.272], [-0.724, 0.938, -0.186], [0.285, 0.480, 0.339], [1.228, -0.017, -0.420], [-2.972, -0.175, -1.549], [0.297, -0.044, 1.530], [-0.815, -0.842, 1.951], [-1.755, -0.283, 1.877], [-0.660, -1.178, 2.982], [1.462, 0.615, -1.688], [0.732, 0.138, -2.344], [1.294, 1.695, -1.746], [2.477, 0.369, -2.017]],
  "forces_ev_per_angstrom": [[-0.06, -0.15, 0.18], [-0.96, 1.20, -0.07], [-2.29, -3.16, -1.60], [2.19, 1.46, 0.88], [0.48, 0.39, 0.30], [1.24, 0.39, 1.32], [-0.61, 0.15, -0.27], [0.22, 0.00, 0.17], [0.20, 0.28, -0.40], [-0.40, -0.47, -1.00], [0.24, 0.15, -0.43], [0.06, -0.24, 0.61], [-0.33, -0.01, 0.32]],
  "lowdin_spin": [0.0113, 0.0550, 0.0082, 0.0076, 0.8598, 0.0050, 0.0176, 0.0116, 0.0008, 0.0084, 0.0137, 0.0007, 0.0004],
  "orbital_gap_ha": [0.208, 0.406],
  "mol_weight_g_mol": 227.41,
  "total_charge": 1,
  "homo_energy_ev": [-8.887, -14.980],
  "spin_multiplicity": 2,
  "relative_energy_kcal_mol": 10.89,
  "total_energy_ev": -10036.332
}

---

4.
{
  "formula": "C2H4N2O",
  "method": "the ωB97M-V functional and the def2-TZVPD basis",
  "symbols": ["N", "C", "N", "C", "O", "H", "H", "H", "H"],
  "xyz": [[-0.752, 1.011, 1.245], [0.219, 0.489, 0.560], [-0.366, -0.311, -0.337], [0.338, -1.049, -1.259], [-0.136, -1.785, -2.090], [-0.617, 1.667, 2.003], [1.291, 0.649, 0.669], [-1.412, 0.227, 0.371], [1.436, -0.900, -1.164]],
  "forces_ev_per_angstrom": [[0.11, 0.03, 0.03], [-0.05, 0.03, 0.03], [0.15, -0.07, -0.09], [-0.04, -0.11, -0.13], [0.08, 0.27, 0.31], [-0.04, -0.10, -0.12], [-0.14, 0.02, 0.03], [0.04, 0.01, 0.01], [-0.11, -0.08, -0.08]],
  "nbo_charge": [-0.7840, 0.3272, -0.6679, 0.5328, -0.5579, 0.3978, 0.1964, 0.4683, 0.0872],
  "orbital_gap_ha": 0.386,
  "mol_weight_g_mol": 72.07,
  "homo_energy_ev": -9.671,
  "relative_energy_kcal_mol": 47.34,
  "total_energy_ev": -7164.427
}

---

5.
{
  "formula": "C29H44F7N7O",
  "method": "the ωB97M-V functional and the def2-TZVPD basis",
  "symbols": ["C", "C", "O", "C", "C", "C", "C", "N", "C", "N", "C", "C", "C", "N", "C", "F", "F", "C", "F", "F", "C", "F", "F", "F", "H", "H", "H", "H", "H", "H", "H", "H", "H", "H", "H", "H", "H", "H", "H", "H", "C", "C", "C", "C", "N", "H", "H", "H", "H", "H", "H", "H", "C", "C", "C", "C", "N", "H", "H", "H", "H", "H", "H", "H", "C", "C", "C", "C", "N", "H", "H", "H", "H", "H", "H", "H", "C", "C", "C", "C", "N", "H", "H", "H", "H", "H", "H", "H"],
  "xyz": [[2.916, 5.907, 3.614], [1.911, 6.300, 2.339], [0.470, 6.153, 2.688], [0.083, 4.704, 2.640], [-0.994, 4.377, 1.457], [-1.503, 2.823, 1.355], [-1.873, 2.608, -0.265], [-1.781, 2.316, -1.546], [-2.987, 2.695, 2.117], [-3.162, 3.673, 3.256], [-3.975, 2.890, 4.302], [-0.462, 1.699, 1.938], [-0.726, 1.556, 3.584], [-0.880, 1.422, 4.867], [-0.535, 0.229, 1.222], [-1.953, -0.265, 1.053], [0.137, 0.181, -0.132], [0.217, -0.986, 2.081], [-0.654, -1.570, 3.147], [0.376, -2.101, 1.071], [1.736, -0.619, 2.568], [2.522, -1.905, 2.455], [2.457, 0.340, 1.665], [1.842, -0.241, 4.018], [2.204, 5.636, 4.513], [3.695, 6.749, 3.856], [3.422, 4.878, 3.283], [2.182, 7.433, 2.076], [2.195, 5.692, 1.352], [1.110, 4.133, 2.431], [-0.306, 4.406, 3.723], [-0.441, 4.611, 0.425], [-1.868, 5.176, 1.517], [-3.804, 2.995, 1.298], [-3.247, 1.570, 2.397], [-3.808, 4.468, 2.965], [-3.474, 1.842, 4.559], [-4.030, 3.471, 5.337], [-5.062, 2.632, 3.884], [0.621, 2.114, 1.772], [2.277, -4.002, -0.609], [1.432, -4.932, -1.473], [2.184, -6.195, -1.899], [3.407, -5.813, -2.717], [4.422, -5.496, -3.395], [3.154, -3.631, -1.150], [1.691, -3.129, -0.305], [2.622, -4.514, 0.297], [1.095, -4.383, -2.361], [0.536, -5.221, -0.913], [1.533, -6.834, -2.504], [2.502, -6.768, -1.021], [7.453, 8.560, 5.186], [6.475, 9.394, 6.007], [5.014, 9.018, 5.754], [4.672, 9.242, 4.290], [4.389, 9.429, 3.075], [7.311, 8.713, 4.111], [8.484, 8.844, 5.420], [7.335, 7.492, 5.401], [6.632, 10.455, 5.776], [6.700, 9.260, 7.071], [4.354, 9.633, 6.375], [4.837, 7.967, 6.008], [0.619, -7.820, -5.718], [-0.784, -8.265, -6.119], [-1.873, -7.305, -5.637], [-1.848, -7.219, -4.120], [-1.826, -7.148, -2.861], [0.739, -7.790, -4.631], [1.365, -8.519, -6.108], [0.843, -6.824, -6.118], [-0.967, -9.268, -5.714], [-0.834, -8.345, -7.210], [-2.857, -7.660, -5.960], [-1.719, -6.305, -6.057], [-6.123, -4.310, -5.525], [-6.968, -5.241, -6.390], [-6.216, -6.503, -6.816], [-4.993, -6.121, -7.634], [-3.978, -5.804, -8.312], [-5.246, -3.940, -6.067], [-6.709, -3.437, -5.221], [-5.778, -4.822, -4.620], [-7.305, -4.691, -7.277], [-7.864, -5.529, -5.830], [-6.867, -7.142, -7.421], [-5.898, -7.076, -5.938]],
  "forces_ev_per_angstrom": [[-1.05, -1.48, -0.95], [1.38, 1.16, -0.12], [1.33, -1.92, -1.10], [0.94, -0.31, 0.71], [1.24, 1.13, -0.93], [-2.40, 0.50, -0.72], [2.63, -2.88, -8.51], [-1.17, 2.88, 12.04], [-1.25, 0.33, -1.92], [-1.55, -1.77, 0.43], [-0.45, -0.65, 1.10], [0.14, 0.36, 0.40], [-0.70, -1.06, 7.89], [1.42, 1.24, -11.89], [-0.97, -1.74, -1.27], [4.39, 1.79, 0.40], [-2.31, 0.61, 4.49], [-1.53, -2.70, -1.37], [3.26, 2.37, -3.37], [-0.55, 3.55, 3.39], [3.70, -1.99, 1.29], [-2.58, 4.55, 0.49], [-2.92, -3.03, 3.48], [-0.48, -0.85, -5.55], [1.60, 0.82, -1.60], [-1.64, -1.80, -0.53], [-0.65, 2.36, 1.02], [-1.25, -2.38, 0.61], [-0.78, 1.06, 2.20], [-2.34, 0.84, 0.48], [0.62, 0.58, -2.46], [-1.11, -0.47, 2.26], [1.63, -2.12, -0.01], [1.88, -0.87, 1.42], [0.87, 2.48, -0.41], [1.31, -1.47, 0.25], [-0.86, 2.45, -0.70], [-0.05, -1.06, -2.41], [2.13, 0.65, 1.05], [-1.97, -1.09, 0.50], [-0.01, 0.16, 0.04], [-0.08, 0.39, 0.15], [0.73, 0.48, -0.68], [6.92, 1.82, -4.61], [-8.08, -2.47, 5.39], [-0.06, -0.13, 0.04], [0.19, -0.26, -0.08], [-0.02, 0.09, -0.09], [0.01, -0.21, 0.09], [0.10, -0.11, -0.18], [0.23, 0.05, 0.00], [0.12, 0.08, -0.19], [0.13, -0.04, -0.02], [0.42, 0.06, -0.07], [-0.07, 0.38, -1.04], [-2.21, 1.19, -8.11], [2.29, -1.50, 9.64], [-0.05, -0.04, 0.13], [-0.14, -0.08, -0.01], [0.04, 0.13, -0.05], [-0.14, -0.15, 0.10], [-0.18, 0.04, -0.10], [-0.05, -0.10, -0.27], [-0.05, 0.11, -0.20], [0.13, 0.00, -0.06], [0.36, -0.22, -0.01], [0.12, -0.16, 1.08], [-0.08, 0.68, 8.45], [-0.10, -0.59, -9.96], [-0.07, 0.03, -0.12], [-0.09, 0.15, 0.04], [0.01, -0.14, 0.08], [-0.09, 0.17, -0.09], [-0.15, 0.07, 0.15], [0.09, 0.16, 0.20], [-0.08, -0.09, 0.19], [0.01, 0.10, 0.09], [-0.08, 0.42, 0.13], [0.72, 0.48, -0.69], [6.90, 1.82, -4.61], [-8.04, -2.50, 5.43], [-0.08, -0.11, 0.05], [0.09, -0.15, 0.00], [-0.02, 0.10, -0.11], [0.02, -0.21, 0.09], [0.11, -0.10, -0.15], [0.28, 0.04, -0.03], [0.12, 0.08, -0.17]],
  "lowdin_charge": [-0.0941, -0.2445, -0.2250, -0.1982, -0.1136, -0.2936, -0.0767, 0.1131, -0.2116, -0.1353, -0.1681, -0.0829, -0.0695, 0.1579, -0.1409, 0.0061, 0.0082, -0.0898, 0.0387, 0.0008, -0.1146, 0.0209, 0.0390, 0.0327, 0.0877, 0.0450, 0.0810, 0.1223, 0.1286, 0.1172, 0.1379, 0.1401, 0.1438, 0.1403, 0.1331, 0.1188, 0.0724, 0.0985, 0.0967, 0.1547, -0.1127, -0.2726, -0.1937, -0.1681, 0.0955, 0.0730, 0.0472, 0.0822, 0.1138, 0.1097, 0.0886, 0.1166, -0.1153, -0.2773, -0.1948, -0.1727, 0.1143, 0.0704, 0.0738, 0.0779, 0.1131, 0.1095, 0.1143, 0.1114, -0.1107, -0.2719, -0.2029, -0.1630, 0.0976, 0.0517, 0.0766, 0.0829, 0.1125, 0.1119, 0.0955, 0.1131, -0.1141, -0.2777, -0.1952, -0.1678, 0.1089, 0.0701, 0.0744, 0.0785, 0.1130, 0.1096, 0.1132, 0.1128],
  "orbital_gap_ha": 0.348,
  "mol_weight_g_mol": 639.70,
  "homo_energy_ev": -9.980,
  "relative_energy_kcal_mol": 324.14,
  "smiles": "CCOCC[C@](C#N)(CNC)[C@@H](C#N)C(F)(F)C(F)(F)C(F)(F)F.CCCC#N.CCCC#N.CCCC#N.CCCC#N",
  "total_energy_ev": -62271.240
}